<i>
This record from the Open Molecules 2025 dataset describes C26H28N5O3V as an isolated structure. The level of theory is the ωB97M-V functional and the def2-TZVPD basis.

Last column: Löwdin charge in e.
Cartesian coordinates (Å):
V: -5.3703 -16.7959 -7.9303  0.91
C: -9.6202 -18.1846 -6.7531  -0.03
C: -8.5295 -17.7167 -7.5333  -0.11
N: -7.2880 -17.7117 -7.0804  0.03
C: -7.0447 -18.0528 -5.7738  -0.15
C: -8.0737 -18.3536 -4.8721  -0.17
C: -9.3853 -18.4370 -5.4045  0.01
C: -7.6929 -18.7202 -3.5597  -0.04
C: -6.3654 -18.5798 -3.0902  -0.06
C: -5.3219 -18.4168 -4.0156  -0.02
C: -5.6343 -18.2081 -5.3829  -0.16
N: -4.7001 -17.9376 -6.3773  -0.07
C: -3.5571 -18.6512 -6.5968  -0.23
C: -2.5459 -18.9192 -5.6716  -0.01
C: -1.3844 -19.5993 -6.0532  -0.09
C: -1.2544 -20.0955 -7.3132  -0.06
C: -2.1819 -19.7921 -8.3594  -0.14
C: -2.1167 -20.2603 -9.7037  0.00
C: -3.1001 -19.8919 -10.5684  -0.06
C: -4.1282 -19.0373 -10.1267  -0.10
N: -4.2730 -18.6531 -8.8493  0.05
C: -3.3547 -19.0904 -7.9495  -0.15
H: -10.5739 -18.2786 -7.2611  0.11
H: -8.6840 -17.4309 -8.5543  0.11
H: -10.1667 -18.8132 -4.7695  0.11
H: -8.3940 -19.0398 -2.8182  0.10
H: -6.0916 -18.6480 -2.0461  0.10
H: -4.3215 -18.4051 -3.6646  0.07
H: -2.6213 -18.5347 -4.6641  0.09
H: -0.5349 -19.7339 -5.3585  0.12
H: -0.3809 -20.7145 -7.5255  0.11
H: -1.1869 -20.7696 -10.0166  0.13
H: -3.1119 -20.2810 -11.5761  0.11
H: -4.8801 -18.6284 -10.7994  0.11
C: -7.1393 -12.1938 -5.3917  -0.02
N: -7.3705 -13.1786 -6.4761  -0.12
C: -8.7109 -13.2768 -7.1366  0.00
C: -6.4821 -14.1438 -6.8104  -0.36
O: -6.7820 -15.0074 -7.6954  -0.04
C: -5.1075 -14.1200 -6.1868  -0.10
O: -4.3189 -15.1626 -6.7164  -0.21
C: -3.0356 -14.8027 -7.3040  -0.03
C: -3.2313 -14.8990 -8.8169  -0.36
O: -4.0146 -15.7895 -9.2478  -0.05
N: -2.4831 -14.1772 -9.6635  -0.13
C: -2.3947 -14.5920 -11.0804  0.01
C: -1.7227 -13.0107 -9.2447  -0.03
H: -7.5558 -12.4667 -4.4095  0.10
H: -7.5126 -11.2145 -5.7393  0.10
H: -6.0297 -12.0196 -5.3120  0.09
H: -8.5344 -13.5349 -8.1814  0.09
H: -9.1894 -12.3022 -7.0561  0.09
H: -9.3766 -13.9827 -6.6399  0.10
H: -5.1391 -14.1211 -5.0710  0.16
H: -4.6434 -13.1475 -6.4549  0.14
H: -2.2883 -15.5826 -7.0033  0.17
H: -2.7097 -13.8307 -6.8657  0.14
H: -3.0890 -14.0195 -11.6751  0.10
H: -2.7367 -15.6477 -11.0002  0.10
H: -1.3615 -14.5634 -11.4504  0.11
H: -2.4124 -12.2748 -8.7574  0.11
H: -1.2758 -12.5043 -10.0929  0.09
H: -0.9187 -13.3161 -8.5379  0.11

Output
- HOMO (spin up / spin down): -8.59 / -8.98 eV
- Net charge: +1
- HOMO-LUMO gap (spin up / spin down): 6.36 / 6.74 eV
- Spin multiplicity: 4

<ii>
This record from the Open Molecules 2025 dataset describes C26H28N5O3V as an isolated structure. The level of theory is the ωB97M-V functional and the def2-TZVPD basis.

Last column: Löwdin charge in e.
Cartesian coordinates (Å):
V: 0.2950 -0.1672 0.2461  0.96
C: 0.8569 -3.2091 -3.2602  -0.06
C: 1.0416 -2.3330 -2.1710  -0.14
N: 0.0647 -1.6867 -1.5327  0.05
C: -1.2257 -2.0541 -1.8652  -0.12
C: -1.5067 -2.8337 -3.0397  -0.16
C: -0.4183 -3.5030 -3.6796  0.00
C: -2.8591 -3.0315 -3.3481  -0.07
C: -3.8783 -2.2972 -2.7268  -0.08
C: -3.6341 -1.4862 -1.6121  -0.01
C: -2.3156 -1.4817 -1.0682  -0.22
N: -1.9469 -0.8648 0.0833  -0.02
C: -2.5379 -0.9386 1.3559  -0.19
C: -3.8895 -0.7339 1.6551  -0.01
C: -4.3445 -0.7748 2.9849  -0.07
C: -3.4806 -1.0049 4.0383  -0.06
C: -2.0925 -1.1980 3.8509  -0.15
C: -1.1631 -1.5254 4.8816  0.01
C: 0.1504 -1.7487 4.5371  -0.06
C: 0.5271 -1.5896 3.2133  -0.13
N: -0.2922 -1.1686 2.2128  0.03
C: -1.6462 -1.1439 2.4936  -0.13
H: 1.7593 -3.6517 -3.7535  0.12
H: 2.0272 -2.1642 -1.8066  0.09
H: -0.6059 -4.0773 -4.5803  0.12
H: -3.1403 -3.7405 -4.1185  0.10
H: -4.9055 -2.3900 -3.1255  0.11
H: -4.3875 -0.8796 -1.1359  0.09
H: -4.5891 -0.5675 0.8547  0.09
H: -5.3707 -0.5477 3.2110  0.10
H: -3.8831 -1.0788 5.0446  0.11
H: -1.5411 -1.6846 5.8843  0.12
H: 0.9347 -2.0042 5.2490  0.11
H: 1.5456 -1.8124 2.9385  0.10
C: 5.1121 1.5785 1.3235  -0.01
N: 3.8146 1.3041 1.9765  -0.10
C: 3.7761 1.3380 3.4485  0.00
C: 2.7914 0.9124 1.2321  -0.38
O: 1.7039 0.4667 1.6175  -0.03
C: 2.9708 1.1194 -0.2679  -0.12
O: 1.8611 0.6369 -0.9366  -0.21
C: 1.4704 1.5088 -1.9920  -0.06
C: 0.0671 1.9676 -1.7181  -0.36
O: -0.6961 1.3284 -0.9552  -0.01
N: -0.2581 3.1025 -2.3857  -0.12
C: 0.4861 3.7936 -3.4552  0.00
C: -1.5358 3.6965 -2.0036  -0.01
H: 5.8222 1.9996 1.9933  0.09
H: 5.5289 0.6003 1.0486  0.11
H: 5.0253 2.1995 0.4310  0.09
H: 4.3045 2.1994 3.8207  0.09
H: 2.7539 1.5277 3.7970  0.10
H: 4.1986 0.4145 3.9051  0.11
H: 3.0723 2.2051 -0.4528  0.15
H: 3.9124 0.6549 -0.5562  0.14
H: 2.2189 2.3195 -2.0301  0.13
H: 1.4900 0.8977 -2.9143  0.17
H: 1.5593 3.7800 -3.2554  0.08
H: 0.2912 3.3514 -4.4321  0.11
H: 0.2325 4.8466 -3.4068  0.10
H: -1.3559 4.7242 -1.6716  0.10
H: -2.1894 3.7895 -2.8794  0.11
H: -1.9762 3.1099 -1.1918  0.10

Output
- HOMO (spin up / spin down): -8.41 / -8.49 eV
- Net charge: +1
- HOMO-LUMO gap (spin up / spin down): 5.89 / 5.94 eV
- Spin multiplicity: 4

Of the structures shown above, <ii> is the least stable.